1.
16
Properties=species:S:1:pos:R:3:forces:R:3:lowdin_charge:R:1 method="wB97M-V/def2-TZVPD" orbital_gap_ev=8.969 largest_force_ev_per_a=2.5 charge=0 homo_energy_ev=-9.00
C -2.50217 0.12124 -0.68829 1.420 1.823 0.356 -0.735
C 1.75025 -0.98441 0.00242 1.779 -0.144 -1.055 -0.162
C 1.89117 1.55050 0.77846 -1.147 -1.327 0.100 -0.211
O -1.38991 -2.12427 -0.19305 -0.105 -0.802 0.235 -0.463
O -0.36971 -0.02703 0.78149 -1.378 0.341 0.998 -0.602
O 0.54784 0.97458 -1.40296 -0.838 -0.422 0.284 -0.335
S -1.79965 -0.97159 0.59104 1.335 0.708 -1.346 0.937
S 0.91990 0.53115 -0.07786 1.948 1.483 0.159 0.664
Cl -4.02589 0.78697 -0.04749 0.457 0.329 -0.160 0.533
H -2.74117 -0.42592 -1.56239 -0.161 -0.903 -0.607 0.035
H -1.62213 0.84319 -0.96433 -2.215 -0.780 0.569 0.078
H 2.18572 -0.98514 0.99348 0.151 -0.254 0.085 0.065
H 0.94603 -1.67860 -0.02865 -0.135 -1.180 -0.485 0.031
H 2.57499 -1.07419 -0.78361 -1.428 0.094 1.018 0.122
H 1.44992 2.52157 0.95341 0.203 0.214 -0.029 0.022
H 2.18481 0.94195 1.64831 0.112 0.821 -0.122 0.021

***

2.
13
Properties=species:S:1:pos:R:3:forces:R:3:lowdin_charge:R:1 method="wB97M-V/def2-TZVPD" orbital_gap_ev="7.420 / 8.047" s_squared=2.01 largest_force_ev_per_a=5.9 charge=0 homo_energy_ev="-6.62 / -10.23" spin_multiplicity=3
C -0.12012 -0.28038 -0.86939 1.116 -1.463 2.748 -0.133
C -1.41618 -0.52410 1.29997 -1.129 2.297 -0.323 -0.104
C -0.52219 0.33500 0.44127 -1.521 -4.583 -3.284 -0.608
O 1.19830 2.20975 -0.18000 0.637 -0.382 -1.783 -0.528
S 0.26941 1.72823 0.85913 0.510 3.894 4.448 0.896
Cl 3.31993 -0.13632 -0.99180 1.565 -0.703 1.086 0.376
H -0.06831 0.33952 -1.69642 0.111 1.396 -1.562 0.047
H 0.88016 -0.79801 -0.71677 -1.050 0.442 -0.346 0.051
H -0.84893 -1.03534 -0.97603 -0.671 -1.062 -0.876 0.057
H -1.09676 -1.48590 1.61864 1.026 -0.814 0.245 0.068
H -2.41040 -0.73846 0.81329 0.903 0.454 0.050 0.104
H -1.64703 0.09196 2.15834 -0.278 -0.239 0.694 0.059
H 2.46213 0.29405 -1.76022 -1.219 0.764 -1.098 -0.285

***

3.
15
Properties=species:S:1:pos:R:3:forces:R:3:lowdin_charge:R:1 method="wB97M-V/def2-TZVPD" orbital_gap_ev=11.065 largest_force_ev_per_a=4.6 smiles="CCO[P@@H](=O)C(F)F" charge=0 homo_energy_ev=-10.42
C 1.20480 0.50929 0.21310 0.737 0.695 -1.667 -0.088
C 0.19418 0.04454 -0.80608 -1.681 -1.330 4.075 -0.246
O -0.96668 0.93741 -0.71191 1.474 -1.439 -0.585 -0.233
P -2.16371 0.83189 0.30419 0.046 -3.869 0.251 0.604
O -2.97700 1.97927 0.13127 -2.218 2.797 0.064 -0.278
C -3.12466 -0.83773 -0.09920 0.875 2.674 0.721 -0.438
F -3.88636 -1.17106 0.97821 0.444 -0.294 -0.044 0.020
F -3.93070 -0.48264 -1.08431 -1.408 0.260 -1.333 0.041
H 1.28003 1.60346 -0.05197 1.279 -1.109 -0.101 0.111
H 0.94253 0.62670 1.20414 -1.227 -0.618 2.267 0.032
H 2.06583 -0.20302 0.17554 -0.129 1.296 -0.193 0.104
H -0.02300 -1.06518 -0.73060 -0.396 1.264 0.081 0.134
H 0.72137 0.16920 -1.65382 0.716 0.718 -3.586 0.072
H -1.86306 0.48417 1.64562 0.770 0.334 -0.226 0.058
H -2.53304 -1.62175 -0.49091 0.719 -1.379 0.276 0.107

***

Copy entry 2 word for word.
13
Properties=species:S:1:pos:R:3:forces:R:3:lowdin_charge:R:1 method="wB97M-V/def2-TZVPD" orbital_gap_ev="7.420 / 8.047" s_squared=2.01 largest_force_ev_per_a=5.9 charge=0 homo_energy_ev="-6.62 / -10.23" spin_multiplicity=3
C -0.12012 -0.28038 -0.86939 1.116 -1.463 2.748 -0.133
C -1.41618 -0.52410 1.29997 -1.129 2.297 -0.323 -0.104
C -0.52219 0.33500 0.44127 -1.521 -4.583 -3.284 -0.608
O 1.19830 2.20975 -0.18000 0.637 -0.382 -1.783 -0.528
S 0.26941 1.72823 0.85913 0.510 3.894 4.448 0.896
Cl 3.31993 -0.13632 -0.99180 1.565 -0.703 1.086 0.376
H -0.06831 0.33952 -1.69642 0.111 1.396 -1.562 0.047
H 0.88016 -0.79801 -0.71677 -1.050 0.442 -0.346 0.051
H -0.84893 -1.03534 -0.97603 -0.671 -1.062 -0.876 0.057
H -1.09676 -1.48590 1.61864 1.026 -0.814 0.245 0.068
H -2.41040 -0.73846 0.81329 0.903 0.454 0.050 0.104
H -1.64703 0.09196 2.15834 -0.278 -0.239 0.694 0.059
H 2.46213 0.29405 -1.76022 -1.219 0.764 -1.098 -0.285